No. 1
C45H59ClF32O11S | ωB97M-V with the def2-TZVPD basis set

Calculated values
HOMO   -9.86 eV
Energy   -6631.7416 Eh
SMILES   C#C[C@@]1(CCCCCCCOC)[C@@H](CCCS(=O)(=O)O)C(=O)O[C@]1(Cl)CCCCCCCOC.FC(F)C(F)(F)COC(F)(F)C(F)F.FC(F)C(F)(F)COC(F)(F)C(F)F.FC(F)C(F)(F)COC(F)(F)C(F)F.FC(F)C(F)(F)COC(F)(F)C(F)F
Kohn-Sham gap   10.127 eV
Total charge   0

The geometry in XYZ format:
```
149
C45H59ClF32O11S, DFT ωB97M-V with the def2-TZVPD basis set
C 3.24 1.48 2.50
C 2.50 0.87 1.79
C 1.54 0.12 0.92
C 0.43 1.19 0.65
C -0.87 1.05 1.44
C -2.13 0.65 0.62
C -1.88 0.01 -0.74
C -1.73 0.93 -1.97
C -2.27 2.36 -1.82
C -3.81 2.38 -1.83
O -4.36 3.55 -2.41
C -4.18 3.60 -3.82
C 2.42 -0.36 -0.26
C 3.25 0.73 -0.92
C 3.62 0.40 -2.38
C 4.95 -0.33 -2.58
S 4.75 -2.10 -2.74
O 5.16 -2.47 -4.06
O 3.44 -2.49 -2.34
O 5.79 -2.75 -1.74
C 3.29 -1.32 0.56
O 4.47 -1.48 0.54
O 2.45 -1.99 1.38
C 1.27 -1.22 1.70
Cl 1.34 -1.06 3.49
C 0.09 -2.14 1.36
C 0.34 -3.07 0.15
C -0.88 -3.41 -0.72
C -2.17 -3.73 0.04
C -3.28 -4.25 -0.90
C -4.21 -3.17 -1.46
C -3.80 -2.70 -2.84
O -4.62 -1.61 -3.22
C -4.37 -1.22 -4.55
H 3.71 2.23 3.09
H 0.88 2.14 0.93
H 0.28 1.26 -0.42
H -1.09 2.02 1.88
H -0.77 0.39 2.30
H -2.68 -0.07 1.22
H -2.80 1.51 0.57
H -0.98 -0.60 -0.66
H -2.68 -0.70 -0.95
H -0.69 1.00 -2.28
H -2.25 0.48 -2.81
H -1.96 2.80 -0.87
H -1.87 3.00 -2.60
H -4.18 2.37 -0.81
H -4.19 1.48 -2.32
H -4.99 4.16 -4.26
H -4.15 2.59 -4.25
H -3.24 4.10 -4.05
H 1.85 -0.93 -0.99
H 4.16 0.90 -0.36
H 2.70 1.67 -0.95
H 2.82 -0.20 -2.81
H 3.65 1.32 -2.96
H 5.46 -0.02 -3.48
H 5.64 -0.13 -1.76
H 6.57 -3.03 -2.25
H -0.85 -1.62 1.25
H -0.03 -2.79 2.23
H 0.69 -4.02 0.55
H 1.13 -2.73 -0.51
H -1.11 -2.65 -1.46
H -0.62 -4.31 -1.28
H -1.98 -4.46 0.83
H -2.56 -2.84 0.54
H -3.89 -4.98 -0.38
H -2.79 -4.75 -1.74
H -4.30 -2.29 -0.81
H -5.22 -3.58 -1.56
H -2.75 -2.37 -2.88
H -3.93 -3.50 -3.58
H -4.79 -1.95 -5.25
H -3.30 -1.15 -4.73
H -4.83 -0.25 -4.72
F 5.70 -1.82 5.09
C 4.38 -1.94 4.82
F 3.72 -1.04 5.58
C 3.86 -3.34 5.16
F 3.94 -3.56 6.50
F 2.55 -3.34 4.82
C 4.48 -4.53 4.41
O 5.50 -5.28 5.06
C 6.82 -4.92 4.99
F 7.04 -3.95 4.08
F 7.51 -6.01 4.57
C 7.39 -4.56 6.37
F 6.70 -3.55 6.92
F 8.68 -4.16 6.22
H 4.21 -1.71 3.76
H 3.67 -5.25 4.31
H 4.77 -4.26 3.39
H 7.35 -5.42 7.03
F -7.89 3.60 2.32
C -9.10 3.49 1.75
F -9.48 2.19 1.83
C -9.08 3.91 0.28
F -8.32 3.06 -0.44
F -10.37 3.76 -0.16
C -8.69 5.36 -0.05
O -7.36 5.62 -0.47
C -6.35 5.85 0.43
F -6.83 6.03 1.68
F -5.76 7.01 0.07
C -5.27 4.77 0.37
F -5.80 3.55 0.62
F -4.34 5.02 1.33
H -9.82 4.10 2.31
H -9.28 5.61 -0.93
H -9.01 6.05 0.73
H -4.79 4.76 -0.60
F -0.95 -6.30 -5.21
C -0.07 -5.84 -4.30
F -0.60 -6.02 -3.07
C 0.21 -4.34 -4.48
F -0.91 -3.63 -4.22
F 1.12 -4.04 -3.51
C 0.83 -3.87 -5.80
O -0.04 -3.32 -6.78
C -0.70 -4.11 -7.69
F -0.27 -5.38 -7.67
F -0.43 -3.62 -8.92
C -2.22 -4.02 -7.52
F -2.59 -4.38 -6.27
F -2.82 -4.87 -8.39
H 0.85 -6.42 -4.38
H 1.47 -3.03 -5.53
H 1.49 -4.63 -6.23
H -2.56 -3.00 -7.71
F 2.47 6.16 4.25
C 2.97 7.16 3.50
F 2.46 7.03 2.25
C 4.49 7.10 3.41
F 4.88 5.99 2.75
F 4.85 8.17 2.64
C 5.30 7.23 4.71
O 5.77 6.05 5.33
C 5.00 5.33 6.22
F 3.89 6.00 6.57
F 5.74 5.16 7.33
C 4.68 3.93 5.69
F 4.04 4.01 4.50
F 3.87 3.30 6.56
H 2.64 8.12 3.91
H 6.21 7.75 4.42
H 4.79 7.89 5.43
H 5.59 3.35 5.56
```

Atom charges from the Mulliken analysis, given in e for atoms 1 to 5: -0.9065 -1.8635 2.8919 -1.2299 -1.7444

=====

No. 2
C16H31BeF3P2 | ωB97M-V with the def2-TZVPD basis set

Calculated values
Energy above the lowest of the compared OMol25 structures with the same formula, charge and spin   39.57 kcal per mole
HOMO (alpha / beta)   -7.21 / -7.15 eV
Energy   -1625.1550 Eh
Kohn-Sham gap (alpha / beta)   7.421 / 7.400 eV
Total charge   0

The geometry in XYZ format:
```
53
C16H31BeF3P2, DFT ωB97M-V with the def2-TZVPD basis set
P -2.63 2.05 2.08
P -0.96 0.03 -0.51
C -2.88 1.90 0.25
C -2.75 0.46 -0.20
H -2.11 2.55 -0.20
H -3.86 2.32 -0.02
H -3.09 -0.27 0.54
H -3.32 0.30 -1.13
C -0.72 1.05 -2.04
H 0.18 0.73 -2.56
H -0.63 2.11 -1.79
H -1.59 0.90 -2.70
C -1.49 -1.42 -1.56
H -2.34 -1.13 -2.20
H -1.82 -2.25 -0.91
H -0.68 -1.78 -2.21
C -3.68 3.48 2.50
H -3.23 4.06 3.30
H -4.66 3.11 2.83
H -3.81 4.12 1.62
C -3.54 0.67 2.88
H -3.30 -0.29 2.42
H -4.62 0.86 2.83
H -3.23 0.64 3.93
Be -0.68 1.84 2.41
C 4.32 -2.98 -2.36
C 3.70 -2.15 -3.21
C 2.67 -1.09 -2.93
C 2.66 -0.56 -1.49
C 1.80 -1.41 -0.63
C 1.53 -2.72 -0.85
C 2.54 -3.81 -0.75
C 4.00 -3.27 -0.93
C -0.39 2.09 4.14
H 5.20 -3.50 -2.73
H 3.90 -2.25 -4.28
H 1.67 -1.49 -3.16
H 2.81 -0.25 -3.64
H 3.70 -0.50 -1.11
H 2.28 0.48 -1.47
H 1.48 -0.93 0.31
H 0.49 -3.04 -1.02
H 2.30 -4.61 -1.47
H 2.47 -4.23 0.27
H 4.12 -2.37 -0.31
H 4.69 -4.05 -0.59
H 0.59 1.73 4.45
H -1.12 1.60 4.80
H -0.36 3.16 4.41
F 1.28 3.54 1.98
C 0.75 2.40 1.43
F 0.58 2.71 0.09
F 1.77 1.46 1.45
```

Atom charges from the natural (NBO) analysis, given in e for atoms 1 to 5: 0.7121 0.8112 -0.7162 -0.7094 0.2505

=====

No. 3
C20H17Cl2NO4 | ωB97M-V with the def2-TZVPD basis set

Calculated values
Energy above the lowest of the compared OMol25 structures with the same formula, charge and spin   0.00 kcal per mole
HOMO   -8.21 eV
Energy   -2048.3426 Eh
SMILES   O=C(O)/C(=C1/OC(=O)c2ccccc21)c1ccc(N(CCCl)CCCl)cc1
Kohn-Sham gap   7.506 eV
Total charge   0

The geometry in XYZ format:
```
44
C20H17Cl2NO4, DFT ωB97M-V with the def2-TZVPD basis set
O -0.83 -3.99 -1.47
C -0.85 -3.22 -0.51
O -0.74 -3.73 0.76
C -0.91 -1.78 -0.73
C -2.02 -1.21 -1.46
O -2.06 0.17 -1.61
C -3.21 0.38 -2.23
O -3.74 1.47 -2.35
C -3.97 -0.78 -2.62
C -5.15 -0.97 -3.38
C -5.62 -2.24 -3.43
C -4.96 -3.33 -2.90
C -3.77 -3.13 -2.16
C -3.25 -1.83 -2.03
C 0.02 -0.81 -0.09
C -0.27 0.21 0.85
C 0.73 1.21 1.29
C 2.04 1.07 0.71
N 3.00 2.00 1.15
C 4.12 1.53 2.10
C 3.73 1.01 3.48
Cl 3.43 -0.81 3.59
C 2.94 3.48 0.93
C 3.03 4.25 2.26
Cl 2.30 5.86 2.13
C 2.35 -0.07 -0.05
C 1.39 -1.01 -0.36
H -0.57 -4.70 0.59
H -5.76 -0.09 -3.68
H -6.51 -2.43 -3.98
H -5.36 -4.24 -3.02
H -3.13 -3.84 -1.72
H -1.35 0.38 1.07
H 0.65 2.01 2.05
H 4.54 0.65 1.56
H 4.96 2.27 2.17
H 2.77 1.56 3.80
H 4.47 1.40 4.20
H 3.85 3.79 0.42
H 2.13 3.63 0.20
H 4.08 4.27 2.66
H 2.52 3.71 3.07
H 3.40 -0.23 -0.30
H 1.59 -1.87 -0.99
```

Atom charges from the natural (NBO) analysis, given in e for atoms 1 to 5: -0.5978 0.7630 -0.6645 -0.1821 0.3540

=====

No. 4
C12H32O8PSn4 | ωB97M-V with the def2-TZVPD basis set

Calculated values
HOMO (alpha / beta)   -23.93 / -23.90 eV
Energy   -2273.6272 Eh
Expectation value of S²   1.7501
Kohn-Sham gap (alpha / beta)   3.118 / 2.874 eV
Total charge   +6
Multiplicity   2

The geometry in XYZ format:
```
57
C12H32O8PSn4, DFT ωB97M-V with the def2-TZVPD basis set
Sn 3.11 4.58 1.76
Sn 4.91 0.25 1.94
Sn 0.59 1.03 4.26
Sn 3.28 2.01 -2.31
P 1.55 1.47 0.97
O 1.60 2.74 -0.01
O 2.39 1.71 2.27
O 2.31 0.31 0.30
O 0.11 1.18 1.49
C -2.85 3.07 1.40
C -3.08 1.69 1.89
C -3.17 0.46 0.89
O -2.13 1.38 2.74
H -1.78 3.21 1.21
H -3.30 3.79 2.07
H -3.28 3.28 0.41
H -3.95 1.57 2.54
H -3.50 0.73 -0.12
H -3.83 -0.33 1.24
H -2.18 0.11 0.62
H -1.40 1.28 2.13
C 0.27 -2.44 -2.71
C 1.49 -2.46 -1.76
C 2.57 -3.45 -2.19
O 2.04 -1.19 -1.84
H -0.20 -3.42 -2.70
H 0.35 -2.17 -3.76
H -0.44 -1.71 -2.32
H 1.36 -2.63 -0.69
H 3.19 -2.99 -2.96
H 2.06 -4.36 -2.50
H 3.27 -3.66 -1.38
H 1.96 -0.77 -0.98
C -1.89 2.92 -3.46
C -1.30 2.58 -2.15
C -0.57 1.21 -2.42
O -0.37 3.59 -1.75
H -1.12 3.24 -4.17
H -2.62 3.71 -3.32
H -2.62 2.18 -3.79
H -2.00 2.31 -1.35
H -1.36 0.46 -2.41
H 0.15 0.92 -1.66
H -0.11 1.02 -3.39
H 0.21 3.27 -1.05
C 1.29 -3.12 3.64
C 1.26 -2.66 2.14
C -0.18 -2.73 1.55
O 1.65 -1.33 2.25
H 2.22 -2.94 4.17
H 1.13 -4.19 3.70
H 0.44 -2.65 4.14
H 2.17 -3.04 1.68
H -0.32 -3.77 1.26
H -0.28 -2.06 0.69
H -0.88 -2.44 2.34
H 1.76 -0.76 1.48
```

Atom charges from the natural (NBO) analysis, given in e for atoms 1 to 5: 1.7618 1.6766 1.8121 1.3079 2.5398

=====

No. 5
I2O2 | ωB97M-V with the def2-TZVPD basis set

Calculated values
Energy above the lowest of the compared OMol25 structures with the same formula, charge and spin   13.36 kcal per mole
HOMO (alpha / beta)   -7.82 / -8.66 eV
Energy   -745.6020 Eh
Expectation value of S²   2.0209
Kohn-Sham gap (alpha / beta)   6.578 / 5.545 eV
Total charge   0
Multiplicity   3

The geometry in XYZ format:
```
4
I2O2, DFT ωB97M-V with the def2-TZVPD basis set
O 1.48 0.49 -0.08
O 0.07 -1.52 0.08
I 0.01 1.63 0.00
I -1.55 -0.60 0.00
```

Electronic structure analysis, natural (NBO) charges in units of e: -0.7818 -0.7490 0.7625 0.7683

=====

No. 6
C20H23BN2O4PdS2 | ωB97M-V with the def2-TZVPD basis set

Calculated values
HOMO (alpha / beta)   -6.72 / -8.68 eV
Energy   -2135.4022 Eh
Expectation value of S²   6.0461
Kohn-Sham gap (alpha / beta)   6.989 / 6.590 eV
Total charge   0
Multiplicity   5

The geometry in XYZ format:
```
53
C20H23BN2O4PdS2, DFT ωB97M-V with the def2-TZVPD basis set
Pd -0.37 1.93 -0.48
O 1.71 2.06 -0.69
N 2.31 3.18 -0.60
N 1.24 4.32 -0.54
O 0.04 4.08 -0.89
C 1.70 5.61 -0.39
C 0.81 6.68 -0.49
C 1.27 7.97 -0.31
C 2.61 8.20 -0.03
C 3.49 7.13 0.08
C 3.05 5.84 -0.10
H -0.23 6.49 -0.71
H 0.58 8.80 -0.40
H 2.97 9.22 0.11
H 4.54 7.31 0.29
H 3.73 5.00 -0.03
C -4.51 1.54 1.44
C -3.05 1.73 1.14
S -2.63 1.65 -0.50
C -2.12 1.97 2.17
C -2.55 2.03 3.61
S -0.47 2.18 1.89
H -5.07 1.40 0.52
H -4.92 2.41 1.96
H -4.66 0.67 2.08
H -3.62 1.96 3.73
H -2.21 2.97 4.06
H -2.08 1.22 4.17
C -0.51 -6.70 -1.55
C 0.71 -5.81 -1.33
C 1.68 -6.50 -0.36
C 1.43 -5.64 -2.67
C 0.27 -4.47 -0.74
C -0.41 -4.46 0.48
C -0.85 -3.29 1.09
C -0.59 -2.11 0.42
O -0.90 -0.82 0.78
B -0.41 -0.04 -0.25
O 0.20 -0.80 -1.23
C 0.07 -2.11 -0.79
C 0.51 -3.26 -1.40
H -0.21 -7.66 -1.97
H -1.21 -6.24 -2.24
H -1.04 -6.90 -0.62
H 2.01 -7.46 -0.77
H 1.21 -6.69 0.61
H 2.56 -5.88 -0.18
H 1.73 -6.62 -3.05
H 2.33 -5.03 -2.57
H 0.78 -5.18 -3.42
H -0.60 -5.39 0.99
H -1.36 -3.30 2.04
H 1.03 -3.21 -2.34
```

Atom charges from the natural (NBO) analysis, given in e for atoms 1 to 5: 0.6546 -0.5165 0.0081 0.1186 -0.4961

=====

No. 7
C22H56BO27 | ωB97M-V with the def2-TZVPD basis set

Calculated values
Energy above the lowest of the compared OMol25 structures with the same formula, charge and spin   34.35 kcal per mole
HOMO   -7.56 eV
Energy   -2928.2608 Eh
Kohn-Sham gap   8.836 eV
Total charge   -1

The geometry in XYZ format:
```
106
C22H56BO27, DFT ωB97M-V with the def2-TZVPD basis set
O -2.95 -0.24 3.43
C -1.97 -0.36 2.70
O -1.40 0.58 1.95
B -0.30 0.08 1.11
O -0.03 -1.25 1.68
C -1.16 -1.66 2.38
O -1.46 -2.81 2.85
O 0.93 0.85 1.11
C 1.40 1.11 -0.10
O 2.50 1.65 -0.36
C 0.35 0.65 -1.08
O -0.63 -0.06 -0.32
O 0.43 0.89 -2.28
O -2.33 1.23 -3.48
H -1.46 0.96 -3.19
H -2.84 1.32 -2.68
C 5.49 3.09 2.00
C 5.48 4.37 2.89
O 5.74 4.20 4.29
O 4.36 2.25 2.17
H 6.33 2.45 2.28
H 5.56 3.40 0.96
H 4.55 4.89 2.67
H 6.25 5.03 2.50
H 5.06 3.70 4.74
H 3.98 2.01 1.32
C -1.18 4.77 -2.98
C 0.06 4.13 -3.50
O 0.40 4.66 -4.82
O -1.00 6.06 -2.21
H -1.73 4.05 -2.37
H -1.88 5.01 -3.78
H -0.20 3.08 -3.63
H 0.90 4.34 -2.84
H 1.23 5.14 -4.73
H -0.68 6.79 -2.74
C -1.20 -5.33 -0.11
C -0.94 -6.20 1.15
O -1.87 -7.24 1.40
O -0.61 -6.01 -1.17
H -0.66 -4.38 -0.06
H -2.26 -5.13 -0.22
H -1.12 -5.51 1.97
H 0.06 -6.64 1.09
H -2.74 -6.84 1.48
H -1.13 -6.75 -1.48
C 3.07 -2.58 1.44
C 1.90 -3.59 1.61
O 1.22 -3.66 2.80
O 3.33 -2.39 0.08
H 3.92 -2.91 2.04
H 2.78 -1.59 1.81
H 2.31 -4.57 1.36
H 1.21 -3.52 0.77
H 0.49 -3.04 2.90
H 3.96 -1.68 -0.07
C 0.57 -0.95 -6.59
C 1.06 0.08 -5.45
O 1.69 1.21 -6.00
O 1.78 -1.09 -7.25
H -0.19 -0.42 -7.16
H 0.28 -1.93 -6.23
H 1.82 -0.46 -4.88
H 0.27 0.41 -4.78
H 1.02 1.89 -6.13
H 2.54 -0.77 -6.76
C 3.58 2.66 -3.72
C 4.70 1.71 -3.34
O 4.89 1.95 -1.96
O 3.61 2.75 -5.18
H 3.84 3.68 -3.42
H 2.72 2.27 -3.19
H 5.68 1.89 -3.77
H 4.51 0.66 -3.58
H 4.06 1.84 -1.49
H 2.96 2.12 -5.49
C 1.02 -2.54 -1.95
C -0.42 -2.41 -2.21
O -0.94 -3.51 -2.86
O 1.75 -2.47 -3.23
H 1.06 -3.51 -1.46
H 1.41 -1.71 -1.36
H -0.79 -1.54 -2.76
H -0.82 -2.39 -1.19
H -0.54 -4.31 -2.53
H 2.55 -2.95 -3.01
C -7.04 0.48 3.89
C -6.56 1.02 2.56
O -5.19 1.46 2.90
O -8.47 0.22 3.67
H -6.93 1.25 4.66
H -6.48 -0.44 4.08
H -7.05 1.93 2.23
H -6.65 0.19 1.85
H -4.69 0.64 2.91
H -9.03 0.93 3.98
C -3.12 -0.24 6.85
C -4.32 0.70 6.83
O -4.29 1.56 8.01
O -2.95 -1.01 8.02
H -2.32 0.48 6.66
H -3.16 -0.86 5.95
H -5.31 0.23 6.78
H -4.33 1.36 5.97
H -3.58 2.17 7.80
H -3.75 -1.01 8.56
```

Atom charges from the Mulliken analysis, given in e for atoms 1 to 5: -0.7922 0.5002 -0.7837 0.8736 0.1725